25
Properties=species:S:1:pos:R:3 method="wB97M-V/def2-TZVPD" de_lowest_kcal_mol=107.6 homo_lumo_gap_ev="7.83 / 4.53" multiplicity=5 e_homo_ev="-18.5 / -22.7" lumo_ev="-10.7 / -18.1" e_tot_ha=-2106.37765 charge=+3
Co -0.00006 -0.00026 -0.86180
O 0.14641 2.81753 -0.31427
C 0.08238 1.68250 -0.52971
C -0.08202 -1.69080 -0.66606
O -0.12921 -2.83760 -0.52441
C 1.73482 -0.06877 -0.85504
O 2.88430 -0.09229 -0.73436
C -1.72966 0.09617 -0.88721
O -2.87908 0.18257 -0.79081
C 0.03182 0.66550 -4.65434
H -0.87206 1.28310 -4.66058
H 0.99083 1.19299 -4.63699
C -0.03152 -0.66716 -4.72645
H 0.87282 -1.28284 -4.77260
H -0.98952 -1.19320 -4.79473
C -1.05791 0.66935 4.35407
C -0.01137 -0.02680 3.51643
C 1.05563 -0.68076 4.35970
O -0.03090 -0.05941 2.29256
H -0.82234 0.51597 5.41226
H -2.04820 0.24892 4.14959
H -1.04339 1.74486 4.14731
H 1.07375 -1.75921 4.17641
H 2.02723 -0.23171 4.13561
H 0.82746 -0.50852 5.41542



26
Properties=species:S:1:pos:R:3 method="wB97M-V/def2-TZVPD" de_lowest_kcal_mol=4.9 homo_lumo_gap_ev="9.23 / 4.67" multiplicity=5 e_homo_ev="-22.7 / -22.6" lumo_ev="-13.4 / -18.0" e_tot_ha=-1949.94165 charge=+3
O -0.00068 -0.00023 -6.29128
C -0.00132 0.00028 -5.18134
Mn -0.00105 0.00028 -1.40674
O 1.80691 -2.28175 -1.72313
C 1.12622 -1.41847 -1.87503
C -1.10858 1.39409 -1.88057
O -1.82724 2.30326 -1.71423
C -1.41519 -1.12769 -1.74869
O -2.27851 -1.81966 -1.50894
C 1.40281 1.11872 -1.75330
O 2.28769 1.82708 -1.50600
C 1.41710 -1.59037 1.98108
C 0.06385 -1.20290 1.53186
O -0.00034 0.00046 0.73975
C -0.06559 1.20321 1.53321
C -1.41549 1.59210 1.98306
H 2.11299 -1.65145 1.19294
H 1.36690 -2.50115 2.48516
H 1.75107 -0.82182 2.69867
H -0.32613 -2.01832 0.74801
H -0.67949 -1.16706 2.28234
H 0.68183 1.16725 2.28095
H 0.32600 2.01858 0.74673
H -1.74834 0.82329 2.70065
H -1.36401 2.49963 2.48675
H -2.11139 1.65265 1.19811



20
Properties=species:S:1:pos:R:3 method="wB97M-V/def2-TZVPD" de_lowest_kcal_mol=220.9 homo_lumo_gap_ev="7.50 / 5.80" e_homo_ev="-12.6 / -11.4" lumo_ev="-5.1 / -5.6" e_tot_ha=-403.08875 charge=+1
C -1.30694 -1.37186 0.60689
C -1.10963 -0.13143 0.46678
C -0.36284 2.03151 -0.27250
C 0.16695 3.39250 -0.46148
C -1.30109 3.16171 -0.12874
C 1.10230 -1.43736 -0.00844
C 1.09850 0.05381 -0.27823
C -0.10943 -2.14281 0.37988
C -0.13020 -3.60317 0.39299
N -0.10765 0.75773 -0.02467
H 0.62812 3.96567 0.31252
H 0.45923 3.73950 -1.43078
H -1.98834 3.27381 -0.92683
H -1.80151 3.44849 0.75482
H 1.89813 -2.07161 -0.63097
H 1.52921 -1.44085 1.05380
H 1.76685 0.41607 -1.02407
H 0.80541 -3.94619 0.41469
H -0.50423 -4.04714 -0.51075
H -0.73283 -4.04837 1.31511



21
Properties=species:S:1:pos:R:3 method="wB97M-V/def2-TZVPD" de_lowest_kcal_mol=111.8 homo_lumo_gap_ev="7.00 / 7.38" e_homo_ev="-7.6 / -8.0" lumo_ev="-0.6 / -0.6" e_tot_ha=-458.29220
C -2.32053 -0.88442 0.25402
C -0.36134 1.97208 0.25656
C -0.70331 1.64557 -1.05674
C 0.43964 1.06432 1.10948
C 1.15582 -1.32092 0.73983
C 1.06836 -1.33803 -0.81737
C -0.41647 0.51769 -1.76219
C -0.03524 -0.41834 1.20349
C -0.96782 -0.76740 0.10542
N -3.40334 -1.05842 0.59069
N -0.21028 -0.70376 -1.10645
H -0.40554 3.01757 0.54959
H -1.13830 2.49788 -1.73261
H 1.40900 0.90026 0.39255
H 0.65517 1.56072 2.01346
H 1.05961 -2.39022 1.20555
H 2.08902 -0.89691 1.16074
H 2.00706 -0.87831 -1.24394
H 1.05710 -2.40813 -1.09730
H -0.52373 0.49359 -2.90771
H -0.45487 -0.60484 2.14292



It is found that the max |F| values, taken in the order of the records, are 8.112 9.537 4.345 4.123 eV Å⁻¹.